The following is a DFT calculation (ωB97M-V with the def2-TZVPD basis set) of a molecular structure, C17H25F5NO2P2SV in a non-equilibrium geometry.

multiplicity	2
calculated total energy	-92298.0346	eV
LUMO (alpha / beta)	-3.021 / -3.099	eV
ΔE to the lowest compared entry with this formula, charge and spin	23.3	kcal/mol
M	515.34	u
strongest force on any atom	0.087	Eh/bohr
charge	+1

Cartesian coordinates (Å):
C: -1.237 3.904 -0.633
C: -0.987 2.527 -0.654
N: -0.456 1.966 0.450
C: -0.466 2.587 1.630
C: -0.865 3.923 1.717
C: -1.227 4.598 0.564
C: -1.282 1.641 -1.849
P: -0.799 -0.127 -1.595
V: 0.589 0.102 0.245
P: 0.883 0.282 2.489
C: 0.038 1.853 2.858
O: 3.796 3.269 -3.978
O: 3.242 2.396 0.350
H: -1.466 4.372 -1.584
H: -0.821 4.406 2.700
H: -1.520 5.660 0.620
C: -2.355 -1.009 -1.896
C: 0.153 -0.509 -3.085
H: 0.758 2.499 3.388
H: -0.801 1.613 3.539
H: -0.915 2.093 -2.776
H: -2.373 1.564 -2.010
C: 0.375 -0.864 3.788
C: 2.630 0.573 2.890
H: 1.939 -1.687 -0.390
H: 3.965 2.750 0.907
H: 3.346 2.761 -4.650
H: 3.107 3.776 -3.535
H: -0.669 -0.367 0.649
H: 2.981 3.216 -0.122
H: -2.556 -0.986 -2.977
H: -2.342 -2.057 -1.566
H: -3.157 -0.471 -1.373
H: -0.500 -0.590 -3.959
H: 0.883 0.289 -3.249
H: 0.686 -1.456 -2.952
H: 2.718 1.111 3.843
H: 3.142 -0.396 2.959
H: 3.099 1.173 2.098
H: 0.763 -0.511 4.755
H: -0.719 -0.942 3.831
H: 0.786 -1.858 3.570
F: -2.886 -6.350 -1.225
C: -2.015 -5.382 -0.869
C: -0.775 -5.285 -1.488
F: -0.446 -6.178 -2.440
C: 0.143 -4.316 -1.096
F: 1.324 -4.226 -1.751
C: -0.106 -3.433 -0.038
S: 1.167 -2.324 0.596
C: -1.346 -3.587 0.607
F: -1.641 -2.839 1.710
C: -2.296 -4.513 0.178
F: -3.487 -4.639 0.809

Cartesian forces (eV/Å) of the 6 atoms listed first:
C -0.4352 -0.6260 -0.7955
C 0.3839 0.7724 0.3100
N -0.1071 -1.2131 -0.1061
C 0.3523 0.8932 0.2581
C 0.1257 -0.3071 0.6570
C 0.0194 0.5170 0.2151